<one>
ORCA calculation (ωB97M-V/def2-TZVPD) on the molecule C3H3ClOS.

HOMO level: -0.28794 Eh
frontier orbital gap: 7.642 eV

```
9
Properties=species:S:1:pos:R:3:lowdin_charge:R:1
C -0.8499 -0.2714 -0.5918 -0.35
C 0.2022 0.8969 -0.7968 -0.29
C 0.4573 -0.3419 1.7184 -0.99
O 0.9062 1.3313 0.0657 0.00
S -0.0542 -1.5295 0.6459 0.79
Cl 1.7075 -0.6890 2.7858 0.56
H -0.9062 -0.6504 -1.6657 0.09
H -1.8700 0.0340 -0.3403 0.07
H 0.4072 1.2200 -1.8211 0.11
```

---

<two>
ORCA calculation (ωB97M-V/def2-TZVPD) on a cluster of 2 separate species, C3H3ClOS in total.

HOMO level (spin up / spin down): -0.33450 / -0.33452 Eh
SMILES: ClC1=CC1.O=S
frontier orbital gap (spin up / spin down): 7.456 / 7.454 eV

```
9
Properties=species:S:1:pos:R:3:lowdin_charge:R:1
Cl 0.8201 1.7770 -0.4333 0.69
C -0.5586 0.8269 -0.2893 -0.73
C -1.7129 0.3311 -0.6624 -0.06
C -1.1893 -0.1813 0.6215 -0.21
H -2.4401 0.2030 -1.4906 0.11
H -1.7179 0.0198 1.6838 0.11
H -0.8737 -1.2974 0.6443 0.09
O 3.4178 -0.9430 -0.6537 -0.71
S 4.2546 -0.7360 0.5797 0.70
```

---

Which of them is most stable? Easy: <one>.

---

<one>
ORCA calculation (ωB97M-V/def2-TZVPD) on the molecule C3H3ClOS.

HOMO level: -0.35035 Eh
SMILES: CC(=O)C(=S)Cl
frontier orbital gap: 7.912 eV

```
9
Properties=species:S:1:pos:R:3:lowdin_charge:R:1
C -1.1981 0.0087 0.1442 -0.08
C 0.0972 -0.6538 -0.1196 -0.54
O 0.2531 -1.8622 -0.2498 0.07
C 1.3003 0.3200 -0.1550 -1.14
S 1.0772 1.9194 -0.1485 0.76
Cl 2.8396 -0.4542 -0.0058 0.66
H -1.4880 0.8557 -0.5899 0.11
H -1.9502 -0.7497 0.0753 0.08
H -0.9310 0.6161 1.0490 0.09
```

---

<two>
ORCA calculation (ωB97M-V/def2-TZVPD) on a structure of composition C3H3ClOS.

HOMO level: -0.34661 Eh
frontier orbital gap: 10.154 eV

```
9
Properties=species:S:1:pos:R:3:lowdin_charge:R:1
C 1.0673 -0.2327 0.4859 -0.14
C 0.2662 0.3974 -0.6352 -0.41
C -0.5152 -0.6115 0.1964 -0.98
O -2.1347 1.4150 -0.4717 -0.52
S -0.9632 1.1127 0.3621 0.94
Cl -1.4590 -1.9501 0.0024 0.73
H 1.8587 -0.9774 0.3149 0.09
H 1.4047 0.2877 1.5014 0.13
H 0.4750 0.5590 -1.7562 0.16
```

---

Which of them is most stable? Easy: <one>.

---

<one>
ORCA calculation (ωB97M-V/def2-TZVPD) on a cluster of 2 separate species, C4H12OS2 in total.

HOMO level: -0.30342 Eh
SMILES: CCSSCC.O
frontier orbital gap: 8.843 eV

```
19
Properties=species:S:1:pos:R:3:lowdin_charge:R:1
C 0.2851 1.0326 1.9498 -0.18
C -0.9662 0.3745 2.5663 -0.55
S -1.8935 -0.8861 1.5066 0.45
S -0.3174 -1.8989 0.6414 0.48
C -0.4636 -1.4884 -1.1061 -0.62
C 0.9109 -1.5837 -1.7857 -0.18
H 0.4003 1.9839 2.4869 0.07
H 1.2114 0.4598 2.0766 0.06
H 0.1419 1.2102 0.8859 0.05
H -0.6419 -0.2293 3.4076 0.05
H -1.7148 1.1639 2.6096 0.05
H -0.8072 -0.4665 -1.2712 0.05
H -1.2489 -2.1634 -1.4413 0.05
H 0.8736 -1.0713 -2.7592 0.07
H 1.5572 -0.9601 -1.1640 0.06
H 1.4167 -2.5487 -1.8854 0.07
O 0.4766 2.1508 -1.9303 -0.05
H 0.9330 2.9617 -2.1706 0.04
H -0.1532 1.9589 -2.6166 0.02
```

---

<two>
ORCA calculation (ωB97M-V/def2-TZVPD) on a cluster of 2 separate species, C4H12OS2 in total.

HOMO level: -0.31195 Eh
SMILES: CCSCSC.O
frontier orbital gap: 9.137 eV

```
19
Properties=species:S:1:pos:R:3:lowdin_charge:R:1
C -0.9478 -2.2531 1.2015 -0.15
C -0.4035 -0.8792 0.6706 -0.52
S 1.0948 -0.3304 1.6194 0.76
C 1.6285 1.0998 0.6833 -0.88
S 0.4237 2.4147 0.3661 0.74
C 1.6092 3.5702 -0.3282 -0.45
H -1.6323 -2.7022 0.4623 0.06
H -1.5053 -2.0797 2.1373 0.07
H -0.1322 -2.9672 1.4051 0.06
H -1.0537 -0.0209 0.9277 0.04
H -0.2260 -0.8516 -0.4217 0.08
H 1.9110 0.6397 -0.2831 0.04
H 2.5432 1.5362 1.1285 0.04
H 1.8058 3.1976 -1.3476 0.03
H 2.5751 3.7501 0.1730 0.05
H 1.0674 4.5281 -0.4022 0.03
O -3.0949 -2.5609 -2.8240 -0.09
H -2.3362 -3.0737 -3.1840 0.05
H -3.3268 -3.0178 -1.9839 0.04
```

---

Which of them is most stable? Easy: <one>.

---

<one>
ORCA calculation (ωB97M-V/def2-TZVPD) on the molecule C3H6N2O3.

HOMO level: -0.36217 Eh
SMILES: NC(=O)[C@H](O)N1CO1
frontier orbital gap: 10.777 eV

```
14
Properties=species:S:1:pos:R:3:lowdin_charge:R:1
N 0.8126 -0.9881 1.6181 0.17
C 0.4528 0.1962 1.0267 -0.46
O 1.1555 1.1952 1.1567 0.04
C -0.8642 0.1458 0.1903 -0.29
O -1.6008 -1.0291 0.5204 -0.02
N -0.7027 0.1449 -1.2714 -0.01
C 0.3530 0.9801 -1.8164 -0.10
O 0.5989 -0.4109 -1.5587 -0.04
H 0.1019 -1.7047 1.7181 0.10
H 1.5956 -0.9767 2.2562 0.11
H -1.4737 1.0027 0.4964 0.16
H -1.5009 -1.5588 -0.2916 0.11
H 0.8309 1.7246 -1.1927 0.11
H 0.2411 1.2787 -2.8520 0.11
```

---

<two>
ORCA calculation (ωB97M-V/def2-TZVPD) on the molecule C3H6N2O3.

HOMO level: -0.35355 Eh
SMILES: C[C@H](NN=O)C(=O)O
frontier orbital gap: 10.276 eV

```
14
Properties=species:S:1:pos:R:3:lowdin_charge:R:1
C 0.5653 -1.2075 1.0680 -0.04
C 0.5532 0.0218 0.1683 -0.28
N -0.2619 1.0815 0.6824 0.01
N -1.4697 1.2454 0.1089 -0.08
O -2.1024 2.2194 0.4598 -0.03
C -0.0467 -0.3469 -1.2486 -0.51
O -0.5317 -1.4039 -1.5259 0.12
O 0.2028 0.6220 -2.1300 0.11
H -0.4413 -1.6088 1.1545 0.09
H 0.9317 -0.9471 2.0586 0.08
H 1.2045 -1.9741 0.6392 0.09
H 1.5650 0.4046 -0.0084 0.15
H -0.0438 1.5182 1.5833 0.16
H -0.1249 0.3754 -3.0101 0.14
```

---

Which of them is most stable? Easy: <two>.

---

<one>
ORCA calculation (ωB97M-V/def2-TZVPD) on a cluster of 2 separate species, C8H10N2 in total.

HOMO level: -0.29493 Eh
SMILES: c1cc[nH]c1.c1cc[nH]c1
frontier orbital gap: 8.836 eV

```
20
Properties=species:S:1:pos:R:3:lowdin_charge:R:1
C -1.2600 2.5583 -1.2247 -0.13
C 0.1245 2.8394 -1.2644 -0.13
C 0.8108 1.7475 -0.7908 -0.14
N -0.1500 0.7938 -0.5492 0.00
C -1.4176 1.3377 -0.6658 -0.13
H -2.0688 3.2261 -1.5211 0.09
H 0.5652 3.7585 -1.6506 0.09
H 1.8567 1.4874 -0.9534 0.10
H 0.0639 -0.1805 -0.3220 0.07
H -2.2281 0.6512 -0.4208 0.11
C -0.8028 -2.0751 1.0017 -0.11
C -0.0136 -1.3824 1.9484 -0.14
C 1.2897 -1.3242 1.5395 -0.12
N 1.3227 -1.9244 0.2724 -0.01
C 0.0093 -2.2837 -0.1321 -0.13
H -1.8040 -2.4722 1.1696 0.10
H -0.3234 -1.0814 2.9491 0.10
H 2.2076 -0.9904 2.0233 0.11
H 2.1356 -1.9335 -0.3486 0.15
H -0.3178 -2.7520 -1.0604 0.11
```

---

<two>
ORCA calculation (ωB97M-V/def2-TZVPD) on a cluster of 2 separate species, C8H10N2 in total.

HOMO level: -0.30468 Eh
SMILES: c1cc[nH]c1.c1cc[nH]c1
frontier orbital gap: 9.153 eV

```
20
Properties=species:S:1:pos:R:3:lowdin_charge:R:1
C 4.1057 -0.2472 0.6146 -0.11
C 3.0219 -1.0999 0.2415 -0.15
C 2.2426 -0.4555 -0.6359 -0.16
N 2.6377 0.8906 -0.7087 0.00
C 3.7950 1.0295 0.0956 -0.12
H 4.9618 -0.4282 1.2645 0.09
H 2.9482 -2.1293 0.5924 0.10
H 1.3449 -0.7910 -1.1552 0.11
H 2.2419 1.6264 -1.2990 0.14
H 4.2591 2.0158 0.0973 0.10
C -3.2350 -0.6813 -0.9009 -0.13
C -3.8974 0.5705 -0.6786 -0.11
C -3.5461 0.9633 0.5953 -0.14
N -2.7618 -0.0476 1.1231 -0.03
C -2.4521 -1.0065 0.1864 -0.14
H -3.2867 -1.3059 -1.7927 0.09
H -4.5191 1.2304 -1.2836 0.09
H -3.6457 1.7875 1.3017 0.11
H -2.4063 -0.0384 2.0823 0.15
H -1.8087 -1.8833 0.2599 0.11
```

---

<three>
ORCA calculation (ωB97M-V/def2-TZVPD) on a cluster of 2 separate species, C8H10N2 in total.

HOMO level: -0.31438 Eh
frontier orbital gap: 8.795 eV

```
20
Properties=species:S:1:pos:R:3:lowdin_charge:R:1
C 2.4094 -0.1920 1.7905 -0.11
C 2.6436 -1.1241 0.7572 -0.09
C 1.1755 0.3452 1.6079 -0.12
C 1.5076 -1.1521 -0.0254 -0.05
C -1.2199 1.4569 0.1623 -0.16
C -1.1950 -0.4187 -1.2963 -0.14
C -2.1116 0.7749 -1.7582 -0.19
C -0.6804 0.0667 0.0307 -0.27
N -1.9731 1.8237 -0.7425 0.06
N 0.6239 -0.1741 0.4805 -0.12
H 2.9665 -0.1286 2.7814 0.12
H 3.4013 -1.8310 0.7939 0.07
H 0.6963 1.2102 2.0718 0.12
H 1.3521 -1.6545 -0.9125 0.09
H -1.0291 2.1535 0.9668 0.11
H -1.5853 -1.4195 -1.0629 0.11
H -0.4809 -0.4681 -2.1166 0.11
H -1.8912 1.0533 -2.8242 0.11
H -3.2015 0.4518 -1.9497 0.13
H -1.4082 -0.7733 1.2455 0.22
```

---

Which of them is most stable? Easy: <one>.